{"formula": "C20H20N2O4", "method": "wB97M-V/def2-TZVPD", "symbols": ["H", "H", "H", "C", "H", "H", "C", "C", "H", "C", "C", "C", "H", "H", "C", "C", "O", "C", "C", "H", "H", "H", "O", "N", "H", "O", "C", "C", "N", "C", "C", "H", "C", "O", "C", "C", "H", "C", "H", "C", "H", "H", "H", "H", "C", "H"], "positions_angstrom": [[1.10139, 2.19182, -8.00141], [-0.90759, 1.04785, 3.36049], [-0.69612, -1.56887, 2.20448], [-1.50412, 0.36629, 5.28316], [0.66304, 1.23536, 2.11779], [1.39476, -0.42984, -2.65889], [0.21743, 1.02624, -0.68259], [-0.65700, -1.07274, 1.23113], [2.30769, 0.70910, 1.70743], [-0.08973, 2.89918, -3.90081], [1.19815, 1.65025, -7.06198], [1.31875, 0.36678, 2.03231], [-1.32457, -0.20799, 1.23559], [0.69790, 0.68113, -7.14984], [-1.20254, -0.40183, 6.39162], [-0.18344, 2.56165, -2.57306], [1.52082, -0.28441, 3.26085], [-1.81631, -2.82079, -1.66894], [0.78896, -0.61120, 0.96513], [-0.49953, 3.82336, -4.27589], [-2.25631, -2.98611, -2.63163], [1.44311, -1.49191, 0.95120], [0.58114, 2.46335, -6.09012], [-1.08254, -1.98505, 0.20826], [-2.03504, -0.66071, -1.17530], [-0.45631, 1.65567, 0.10170], [-0.82557, -3.31419, 0.13971], [0.98666, 0.50477, -3.00961], [-1.25900, -3.84333, -0.96907], [-1.71428, -1.65967, -0.96011], [-0.63518, 0.43605, 4.20590], [-2.42875, 0.92303, 5.24603], [0.56005, -0.27198, 4.23769], [0.91937, -0.07411, -0.34781], [0.35877, 1.36016, -2.10873], [0.54426, 2.04002, -4.80680], [-0.67354, 3.21553, -1.86806], [1.07985, 0.83735, -4.34615], [-1.88815, -0.45020, 7.22348], [0.86362, -1.04533, 5.35928], [2.25864, 1.49599, -6.84084], [1.79748, -1.58499, 5.36828], [0.23957, -1.71138, 7.28434], [-0.33421, -3.85115, 0.92688], [-0.01036, -1.10825, 6.42439], [1.56749, 0.15367, -5.02257]], "e_homo_ev": -8.680, "total_charge": 0, "e_above_lowest_kj_mol": 184.5, "orbital_gap_ha": 0.338}

***

{"formula": "C20H20N4O5S", "method": "wB97M-V/def2-TZVPD", "symbols": ["H", "C", "N", "S", "C", "N", "H", "H", "H", "N", "C", "C", "H", "H", "H", "O", "H", "C", "C", "C", "H", "C", "C", "O", "H", "H", "C", "H", "O", "H", "C", "C", "C", "C", "N", "O", "H", "H", "C", "C", "H", "C", "C", "C", "H", "H", "C", "H", "O", "H"], "positions_angstrom": [[0.87991, 5.23152, -1.49363], [-2.76820, -1.01600, 0.59239], [1.23580, -0.71764, 0.47872], [-2.69893, -4.08160, -0.31070], [3.04303, 3.08065, 1.49417], [-3.11183, -2.67984, -1.13226], [1.63802, -5.83147, -1.79298], [0.02844, 3.72312, -1.06529], [3.47464, 2.36797, 2.16896], [1.88780, 3.99856, -0.17566], [-2.35326, 0.24530, 0.98624], [-2.26628, -0.47162, -1.68700], [1.39803, 3.66981, -2.17484], [-1.52750, 1.50865, -2.02612], [-3.13224, -2.83922, -2.12735], [-1.47663, 2.43007, 0.32839], [-2.39886, 0.49847, 2.03328], [1.62944, 1.54933, -0.02066], [-1.37805, 2.81571, 1.67827], [1.83676, -4.03431, -0.64984], [0.52206, -0.59009, -0.23288], [2.18105, 2.80986, 0.43824], [0.99873, 4.16854, -1.29056], [1.01027, 1.37575, -1.06036], [2.52710, 0.43112, 1.52668], [2.91267, -3.99427, -0.72772], [2.53225, 4.98921, 0.46621], [3.88458, 5.00262, 2.18876], [-3.08557, -3.95309, 1.05860], [2.43739, 6.01082, 0.15269], [-0.90789, -4.10827, -0.42079], [-1.90405, 1.16478, 0.04419], [-1.87957, 0.79460, -1.30074], [1.11943, -5.05881, -1.24650], [1.75867, 0.51128, 0.87520], [-3.23516, -5.14974, -1.09713], [-3.12852, -1.72262, 1.32233], [-0.85536, -5.85422, -1.62723], [1.92507, -1.87862, 0.62857], [-2.71328, -1.39573, -0.74382], [-0.70058, 2.15967, 2.23426], [-0.26431, -5.08579, -1.15466], [1.17511, -3.03236, 0.05244], [3.26434, 4.45779, 1.50565], [-0.73688, -2.37029, 0.79349], [-2.35804, 2.82833, 2.16556], [-0.20790, -3.09317, 0.19547], [-0.96975, 3.82549, 1.67009], [2.98884, -1.94305, 1.21084], [-2.23080, -0.74720, -2.73100]], "e_homo_ev": -8.315, "total_charge": 0, "e_above_lowest_kj_mol": 222.2, "orbital_gap_ha": 0.320}

***

{"formula": "C20H20N5NaO2S2", "method": "wB97M-V/def2-TZVPD", "symbols": ["H", "H", "Na", "C", "C", "H", "N", "H", "H", "C", "C", "H", "C", "H", "H", "C", "S", "H", "C", "H", "O", "C", "C", "H", "H", "H", "C", "C", "C", "H", "C", "C", "C", "H", "H", "C", "H", "C", "C", "N", "C", "H", "N", "C", "H", "S", "N", "H", "O", "N"], "positions_angstrom": [[0.23497, -2.10482, 5.93916], [-1.80947, 3.59750, -4.98821], [-0.32842, -0.56491, 1.23541], [-1.86344, 1.50073, -5.55872], [-2.05275, -0.62754, -2.88240], [-0.43518, 0.58451, 6.75465], [-1.81740, 0.95598, 4.20500], [1.67533, -1.20572, 5.34286], [-1.13014, -1.96257, -1.44626], [-0.07919, 0.84337, 5.73659], [-1.23813, 0.52183, -6.32992], [5.03871, -3.25932, 0.64148], [-1.01329, 1.82910, 5.03288], [-2.21361, -1.41562, -3.63600], [3.06628, -4.66626, -0.06863], [3.78464, -1.57558, 1.13342], [-1.82815, -1.50708, 3.15569], [-1.36672, 1.95712, -0.16351], [2.19178, 0.30233, 1.73757], [4.58422, -0.89855, 1.47470], [3.18772, 0.96869, 2.08101], [-1.45086, -0.93210, -1.66638], [0.63917, -1.50718, 5.10139], [-1.59822, -0.52043, -6.33632], [-2.39936, 1.30275, 3.44170], [0.79164, -3.67826, 0.07157], [-0.15146, 0.89581, -7.11012], [-0.26050, 3.05712, -6.40165], [-1.21929, -0.25922, 4.05936], [-0.43535, 2.55094, 4.41274], [-2.46020, 0.68379, -3.11023], [-1.35150, 2.79593, -5.58228], [1.66829, -3.08329, 0.36384], [0.16077, 4.06012, -6.47284], [0.60498, -2.10389, 4.18699], [4.01813, -2.86112, 0.68825], [-1.63982, 2.39721, 5.72924], [-1.58435, 1.23971, -0.95673], [-2.20492, 1.63991, -2.12791], [-0.14901, -0.32115, 4.88007], [2.45852, -1.08930, 1.18396], [0.36668, 0.16785, -7.74408], [-1.23655, -0.02401, -0.71852], [2.93988, -3.64139, 0.29292], [-2.49193, 2.69412, -2.27732], [-3.31665, 1.11718, -4.60656], [1.43614, -1.85286, 0.79139], [0.96298, 1.19194, 5.82360], [0.99142, 0.67370, 1.84034], [0.32360, 2.13294, -7.15318]], "e_homo_ev": -8.356, "total_charge": 0, "e_above_lowest_kj_mol": 0.0, "orbital_gap_ha": 0.303}

***

{"formula": "C20H20O5", "method": "wB97M-V/def2-TZVPD", "symbols": ["C", "H", "C", "C", "H", "O", "H", "H", "O", "H", "C", "C", "H", "H", "H", "H", "H", "O", "H", "H", "H", "O", "C", "C", "C", "H", "H", "H", "C", "H", "C", "C", "C", "H", "H", "C", "H", "C", "C", "C", "C", "C", "C", "C", "O"], "positions_angstrom": [[1.13579, -1.55478, 1.30210], [0.12427, -1.96896, -0.49587], [4.22287, 1.77396, 1.01552], [1.38119, -0.44080, 2.22562], [-0.73639, -0.40032, -5.10634], [4.03744, -0.38980, 0.96098], [1.83468, 1.78473, -0.50719], [-2.10528, -3.53806, 4.25844], [1.36127, -2.68125, 1.66530], [3.97122, 2.87436, 1.14627], [1.07578, 1.26309, 0.15311], [0.06876, -0.25295, 3.05438], [-2.53941, -3.21976, 2.65310], [-4.76441, 0.10556, -4.27893], [1.80452, 1.79272, 2.09322], [2.13654, -0.77642, 2.95613], [6.11588, -0.84672, 0.67740], [-0.48111, -1.43245, 3.46405], [6.43332, 1.86022, 0.48950], [-4.90433, 0.75232, -5.79660], [-2.49481, -0.67109, 3.09812], [-2.92138, 0.93166, -5.11942], [0.41948, 0.15580, -0.49694], [-1.88958, -1.34398, 3.73119], [-0.16656, -0.18889, -2.94977], [-1.99810, -0.96269, 4.70922], [-4.53424, 1.91724, -4.51667], [-3.49188, 1.66042, -2.62552], [-2.48185, 1.22723, -2.72839], [-2.04903, 1.35604, -0.63794], [-0.37921, 0.40236, -1.71329], [0.61527, -1.13574, -0.03302], [-4.37327, 0.91967, -4.85669], [-3.63693, -2.74587, 3.85022], [0.28255, 1.93788, 0.32543], [5.36716, -0.09493, 0.74882], [0.73569, -0.79577, -2.94175], [-1.65347, 1.04744, -1.62329], [-0.98045, -0.01823, -4.08268], [-2.55214, -2.77253, 3.62873], [1.83070, 0.92915, 1.48855], [-2.12085, 0.70077, -4.00989], [5.50980, 1.26091, 0.67812], [3.36974, 0.75976, 1.22493], [-0.57925, 0.81871, 2.92173]], "e_homo_ev": -8.703, "total_charge": 0, "e_above_lowest_kj_mol": 385.7, "orbital_gap_ha": 0.327}